w:
ORCA calculation (ωB97M-V with the def2-TZVPD basis set) on 19 unconnected molecules or ions with the total composition H38O19.

Its HOMO energy is -10.385 eV. The frontier orbital gap comes out at 10.01 eV.

```
! RIJCOSX wB97M-V def2-TZVPD def2/J DEFGRID3
* xyz 0 1
H -0.2533 -2.6801 1.6987
O -3.7961 0.5533 2.4899
H -1.0877 0.6453 2.1097
H 0.8369 3.1705 -1.6676
H 0.8371 0.3173 -2.3732
H -1.6784 -2.2938 1.6068
H -4.4624 -0.7697 -1.1721
O -4.3194 1.6554 -2.0812
H 0.6264 -1.1818 -1.1788
H 2.8322 1.3229 -3.4608
H -0.9795 -0.4498 1.0567
H -2.9673 -1.0452 -0.8958
H -4.6483 0.7249 2.7111
H 3.0998 -2.8425 1.7176
O -2.4956 0.4668 -3.7337
O -0.8165 -1.9002 1.8166
H -3.8788 1.9842 -1.2061
O 1.5393 -0.9142 -1.3921
O 4.0558 1.1119 -1.3683
H -0.1697 -1.6124 3.5277
O -0.9580 0.4656 1.1667
H 0.2223 1.5177 -3.2808
H 3.1456 1.5068 -1.1677
O 1.2164 3.8748 -2.0874
H 0.6376 1.2364 0.7666
O -0.9249 -3.8082 -2.2162
H 1.5061 -4.0095 1.0855
H -3.8448 0.5225 1.5058
H 1.8526 -1.1028 3.7584
H -0.1313 4.9205 -0.6957
H -2.7667 -0.4064 -3.7499
H -3.6244 1.2250 -2.6699
O 0.6612 -4.0476 1.3874
H 1.0423 -0.7416 2.5044
H -0.1924 1.7920 4.4159
O -0.2988 -0.9957 4.2130
O 0.6412 1.6721 4.2062
H -1.5520 -3.9495 -2.9115
O 0.1192 0.5624 -3.0448
H 1.6577 -1.2733 -2.3484
O 1.4496 1.4341 0.3783
H 1.8748 0.5250 -4.3655
H -1.3027 -4.2135 -1.3298
H 0.6654 -4.7960 2.0427
O -0.0915 4.8049 0.3668
O 2.4453 0.4683 -3.5711
H -1.4797 0.4757 -3.6406
H 3.8741 -1.7941 1.0146
H -1.2187 -0.7648 4.2254
H 1.7114 3.6892 -2.8001
O 3.8735 -2.7576 1.1653
H 0.6748 4.7132 0.6022
O 1.7080 -1.4359 2.8013
H 1.2539 1.6376 4.9666
O -3.7800 -0.8590 -0.4352
H 3.8512 0.2541 -1.8354
H 2.2074 0.9370 0.9411
*
```



x:
ORCA calculation (ωB97M-V with the def2-TZVPD basis set) on 19 unconnected molecules or ions with the total composition H38O19.

Its HOMO energy is -10.845 eV. The frontier orbital gap comes out at 10.63 eV.

```
! RIJCOSX wB97M-V def2-TZVPD def2/J DEFGRID3
* xyz 0 1
H 1.3005 4.6781 -1.1580
H 2.0458 2.4220 1.1880
O -2.8508 -2.6768 -3.7959
H -3.7266 -2.9844 -3.5624
H 2.3215 2.2211 4.7821
H 2.5660 1.0635 3.8376
O -4.2407 3.6354 -2.3176
H -5.4329 0.9685 -2.6732
O -0.5993 -2.8630 -2.1016
H -3.3726 3.5335 -1.9273
H -1.6462 4.7522 1.8040
H 0.2352 -4.0784 2.0540
H 3.2420 -2.6191 -1.1598
H -2.9867 -1.7838 -4.1129
O 2.6814 2.9067 0.6615
H 3.2663 -0.4067 -3.0706
H 3.0703 -1.6420 2.7175
H -1.1503 3.3215 -1.5179
O 1.1733 5.1397 -0.3292
H -0.6787 -1.3616 2.0459
H 3.8184 -2.7916 3.3585
H 1.7849 -2.3660 -1.4837
H 0.0844 -3.2496 4.3483
O 3.9502 0.1847 -3.3848
O -0.1531 0.2199 0.0019
O -0.0296 -0.8686 2.5477
O 2.5233 -0.0966 1.6527
O -1.7713 3.9800 -1.2064
H 0.9568 2.1930 -2.5473
O 0.5683 -4.7428 1.4508
H -0.1006 -4.8049 0.7689
H -1.3645 -3.6827 4.4189
H -0.2694 0.0037 0.9271
H -0.8048 -0.3136 -0.4530
H -1.1004 -5.8863 -0.3061
O -1.2343 -4.9720 -0.5558
O -2.1723 3.9579 1.7115
H -2.3100 3.8697 0.7684
H -1.4536 -2.9542 -2.5235
O 2.6345 1.3169 4.7582
H -4.4417 4.5657 -2.2162
H 2.1857 3.6442 0.3057
O 2.6721 -2.1791 -1.7906
H 1.7591 -0.4746 2.0879
H -0.0686 -1.2459 3.4266
H -2.1013 -4.9585 -0.9612
O 0.2055 2.1233 -1.9584
H 1.7520 5.9000 -0.3867
O -4.4938 0.9511 -2.8577
H -4.0926 1.3791 -2.1013
H 4.7257 -0.0538 -2.8770
H -0.4990 -3.6638 -1.5869
O 3.0224 -2.2663 3.4415
H 0.4471 1.4322 -1.3418
H -1.3503 4.8176 -1.4001
O -0.7011 -3.3552 3.8115
H 2.2041 0.1605 0.7877
*
```



What is the most stable structure shown above? It is x.